The following is a DFT calculation (wB97M-V/def2-TZVPD) of a structure of composition C52H86BN14O14 in a non-equilibrium geometry.

## Properties
HOMO-LUMO gap ... 4.93 eV
Total charge ... +3
2S+1 ... 1
DFT total energy ... -3876.33944 Eh
ΔE to the lowest compared entry with this formula, charge and spin ... 379.1 kcal/mol

XYZ file:
```
167
Properties=species:S:1:pos:R:3:forces:R:3
O -1.38356 0.38781 -3.54036 0.14 0.02 -0.41
C -1.04721 0.53245 -2.40336 0.40 -0.82 1.02
O -0.71856 -0.43888 -1.54729 0.31 -0.27 -0.34
B -0.32549 0.13192 -0.22526 -1.89 0.24 0.21
O -0.56433 1.56325 -0.40428 0.64 -0.49 1.34
C -0.84848 1.82738 -1.61880 -0.61 1.84 -1.10
O -0.92658 2.94710 -2.07309 0.18 -0.45 -0.62
O 1.04258 -0.08195 0.19355 0.11 0.53 -1.31
C 1.05366 -0.78063 1.27680 1.29 -1.45 0.99
O 2.07106 -1.09411 1.84722 -0.23 -0.05 0.34
C -0.38279 -1.20029 1.63726 -0.62 1.59 -0.49
O -1.16985 -0.47293 0.85522 0.82 -0.19 -0.73
O -0.75169 -1.94068 2.48964 1.22 0.92 0.21
C -7.36005 5.26914 -1.65417 0.39 1.62 0.00
C -6.35332 6.35522 -2.06007 -0.24 -0.97 0.12
N -4.98498 5.84079 -2.04671 1.69 1.13 1.23
C -4.35702 5.21424 -3.08624 -1.28 -0.37 -0.50
C -3.08660 5.00791 -2.74638 2.86 1.30 1.44
N -2.84108 5.68911 -1.51890 -3.71 -0.22 -0.13
C -4.05916 6.12854 -1.12240 0.29 -0.19 -0.49
C -1.70460 5.59357 -0.63143 0.92 -0.03 0.19
H -7.31587 4.46414 -2.38101 -0.55 -0.21 0.29
H -8.26772 5.87549 -1.61487 -0.54 -0.79 -0.44
H -7.19826 4.95957 -0.62326 0.27 -0.46 -0.20
H -6.45080 7.17914 -1.35655 0.36 0.20 -0.25
H -6.46906 6.67481 -3.09570 -0.49 0.31 0.20
H -4.94690 5.02149 -3.96751 0.34 -0.30 -0.09
H -2.15713 4.66600 -3.16782 -0.56 -0.52 -0.68
H -4.27547 6.66015 -0.20913 0.11 -0.07 0.05
H -0.93588 5.16337 -1.26764 0.24 -0.25 0.64
H -1.93946 5.02604 0.26970 0.10 -0.55 -0.36
H -1.33502 6.53085 -0.21274 -0.39 0.39 -0.58
C -4.33890 1.38524 -4.03815 -1.08 -0.13 -0.28
C -5.38600 0.28642 -4.07067 -0.91 -0.12 0.24
N -4.93213 -1.08088 -3.76399 0.63 -1.04 -0.02
C -4.65840 -1.52814 -2.46960 0.67 -0.29 -1.41
C -4.16292 -2.80326 -2.62695 0.26 1.45 1.78
N -4.10269 -3.09798 -3.94854 -1.69 0.76 -0.20
C -4.67362 -2.07909 -4.61427 0.42 0.09 0.05
C -3.99876 -4.42701 -4.45394 0.93 -1.55 -0.92
H -3.94515 1.51080 -3.03167 0.76 -0.19 -0.30
H -4.88015 2.31297 -4.23653 -0.17 -0.04 0.03
H -3.72691 1.23524 -4.92651 0.92 0.11 0.65
H -5.81642 0.26777 -5.07123 -0.29 -0.17 0.14
H -6.15163 0.43762 -3.30856 -0.18 0.39 -0.24
H -4.77921 -0.81734 -1.65710 -0.15 -0.20 0.78
H -3.78011 -3.45502 -1.85903 -0.16 -0.14 -0.09
H -4.95416 -2.19822 -5.64849 0.10 0.54 -0.07
H -4.14714 -4.46423 -5.53246 -0.38 0.23 0.08
H -4.66722 -5.13026 -3.96091 -0.19 0.25 -0.01
H -2.98605 -4.82384 -4.34910 0.03 0.19 0.33
C -2.08544 -6.39629 5.36995 0.87 -0.86 -1.19
C -1.43582 -5.89811 4.06275 -15.39 4.01 4.49
N -2.37699 -5.20942 3.15020 -7.16 2.35 4.04
C -3.56394 -5.74936 2.71777 -1.11 0.42 1.34
C -4.28976 -4.75759 2.12675 0.31 0.32 -1.33
N -3.48477 -3.63213 2.08320 -0.29 -0.95 0.21
C -2.38134 -3.92875 2.77729 0.12 0.23 1.74
C -3.72697 -2.40672 1.36622 -0.14 0.83 -0.68
H -2.71372 -5.61028 5.78407 -0.02 -0.06 -0.06
H -1.30104 -6.65238 6.07917 0.09 0.00 0.19
H -2.63924 -7.31333 5.17402 -0.24 0.00 0.38
H -0.94098 -6.61818 3.41123 -8.94 -8.99 6.72
H -0.64681 -5.18332 4.29596 -11.63 -1.00 2.48
H -3.86478 -6.74163 3.00897 0.11 -0.01 -0.19
H -5.23039 -4.72153 1.60345 -0.08 -0.30 0.22
H -1.50043 -3.31594 2.90121 -1.56 -0.55 -0.05
H -3.31988 -1.56509 1.92045 -0.43 0.04 0.06
H -4.76297 -2.24500 1.06940 -0.25 -0.05 0.93
H -3.27321 -2.33620 0.37289 0.70 -0.52 0.07
C 4.58575 0.56631 0.12025 0.61 -0.04 -0.24
C 5.83338 0.05683 -0.62118 0.25 0.86 -0.10
N 7.09166 0.70922 -0.17909 -0.69 0.18 0.02
C 7.80244 0.28728 0.92143 0.37 1.62 -0.80
C 8.81089 1.21202 1.04341 0.46 -1.15 0.90
N 8.68873 2.18035 0.08147 -0.79 -1.05 -0.53
C 7.62264 1.83583 -0.66774 0.31 0.27 0.67
C 9.61769 3.27897 -0.16914 1.16 0.63 -0.01
H 4.64971 0.25995 1.16345 -0.41 -0.38 -0.08
H 3.73117 0.15300 -0.41326 -0.24 -0.15 0.51
H 4.44290 1.64607 0.16970 0.35 0.08 -0.45
H 5.82501 0.21122 -1.70008 -0.38 -0.02 0.00
H 5.95316 -1.01142 -0.44900 0.10 0.02 -0.01
H 7.44963 -0.55106 1.49654 0.45 -0.10 0.03
H 9.67200 1.10044 1.68325 -0.05 0.52 0.11
H 7.25021 2.47532 -1.45047 -0.13 -0.33 -0.18
H 9.36083 4.22636 0.30176 -0.51 -0.27 0.23
H 9.80015 3.49857 -1.21997 -0.54 -0.43 -0.16
H 10.60546 3.01496 0.20669 -0.16 -0.25 0.19
C 2.52511 3.14426 -1.73005 -0.55 0.49 0.66
C 2.45996 3.62794 -3.21003 -1.09 -0.69 2.01
N 2.40591 2.44800 -4.06707 0.97 -0.70 -0.43
C 3.54284 1.72466 -4.34915 -0.97 -0.62 -1.32
C 3.15684 0.74680 -5.24666 0.50 0.07 0.75
N 1.77963 0.81205 -5.38384 0.42 0.88 1.10
C 1.36990 1.84483 -4.65413 -0.17 1.27 0.37
C 0.83264 0.02597 -6.18311 0.45 0.23 -0.20
H 1.74311 3.61229 -1.12753 -0.31 -0.08 -0.29
H 3.39945 3.44326 -1.15003 0.44 -0.17 -0.58
H 2.36571 2.07047 -1.63530 0.11 -0.03 -0.06
H 3.32463 4.26532 -3.36720 -0.19 -0.06 -0.89
H 1.50001 4.12140 -3.34484 0.29 0.44 -0.16
H 4.47783 2.00949 -3.90071 0.14 -0.11 -0.34
H 3.77561 0.04418 -5.77963 -0.18 -0.14 0.03
H 0.35941 2.21781 -4.56692 -0.10 -0.22 -0.04
H 1.41073 -0.79151 -6.60516 -0.33 0.03 -0.36
H 0.43859 0.73568 -6.90785 0.00 -0.51 -0.43
H 0.00393 -0.34141 -5.58069 0.21 0.02 0.26
C 5.54345 0.73427 5.69680 -0.96 1.08 1.13
C 4.90938 1.42485 4.48842 0.98 -1.52 -1.06
N 3.49362 1.69091 4.63152 -2.28 0.47 -0.43
C 2.95217 2.87858 5.09080 1.53 0.36 1.13
C 1.65680 2.70162 5.39898 -1.10 -0.78 -0.86
N 1.32227 1.42077 4.91708 1.14 -0.04 0.34
C 2.42763 0.86495 4.46245 2.19 -0.39 -0.10
C 0.02773 0.74484 5.04945 -0.42 0.87 0.70
H 6.62991 0.76243 5.71727 -0.03 -0.10 -0.30
H 5.15664 -0.26807 5.87547 0.16 -0.13 -0.43
H 5.19343 1.28969 6.57213 0.33 0.03 0.17
H 5.07930 0.72061 3.66669 -0.55 0.07 -0.29
H 5.43793 2.31046 4.13961 -0.23 0.33 0.53
H 3.64904 3.68196 5.26879 -0.39 0.24 0.18
H 0.86993 3.30300 5.83179 0.07 0.30 -0.25
H 2.63833 -0.08285 3.99025 -0.86 -0.28 0.21
H 0.10474 -0.26615 5.44244 0.43 -0.11 -0.45
H -0.52713 0.85094 4.12190 -0.13 -0.12 0.12
H -0.46897 1.31736 5.83141 -0.44 0.04 -0.34
C 4.11868 -4.66034 1.04996 0.07 0.96 -0.20
C 2.66183 -4.24576 1.21554 0.23 -1.90 0.41
N 1.98076 -4.01005 -0.07315 -1.27 1.63 0.41
C 2.33794 -3.01189 -0.96775 0.43 -1.10 -0.89
C 1.43129 -3.05084 -1.98211 -0.01 1.12 0.50
N 0.39596 -3.83967 -1.57180 0.46 -1.38 0.71
C 0.72993 -4.40402 -0.39654 0.80 -0.64 -0.72
C -0.80889 -4.06119 -2.36904 -0.21 0.77 0.18
H 4.67061 -3.82464 0.61097 0.32 -0.30 -0.21
H 4.20881 -5.57633 0.46962 0.06 0.16 -0.19
H 4.56472 -4.84973 2.02515 -0.18 0.02 0.08
H 2.51443 -3.42832 1.91588 -0.10 0.16 -0.28
H 2.24266 -5.16325 1.63375 -0.74 0.37 0.05
H 3.25618 -2.45798 -0.88686 0.01 -0.13 0.05
H 1.37174 -2.51920 -2.91667 0.06 0.12 0.13
H 0.17653 -5.19259 0.10397 -0.30 0.18 0.39
H -1.37111 -3.13385 -2.24740 -0.26 -0.11 -0.33
H -1.42203 -4.89544 -2.03831 0.37 -0.12 0.28
H -0.52141 -4.19574 -3.40956 0.00 -0.06 0.04
C -3.96530 2.13895 -0.06446 1.05 0.11 0.78
C -5.27907 1.39216 -0.05378 -1.54 0.79 -1.67
O -5.24714 0.13906 0.03730 0.47 -0.57 0.05
O -6.28419 2.09919 -0.32475 0.56 -0.35 0.36
H -3.84502 2.74513 0.83657 -0.16 -0.08 0.12
H -3.88103 2.85707 -0.88223 -0.14 -0.18 -0.27
H -3.13873 1.42169 -0.05774 0.06 0.14 -0.12
C -0.96365 3.15760 2.23462 1.07 -1.25 -0.10
C -1.02214 4.08156 3.44441 0.12 1.19 0.97
O -1.34393 3.62762 4.57678 0.36 -0.99 -0.67
O -0.71503 5.26839 3.21969 0.16 0.23 -0.59
H -1.93808 2.78208 1.93006 0.04 -0.01 -0.09
H -0.31482 2.29625 2.46671 -0.49 -0.45 0.51
H -0.34998 3.49566 1.39575 -0.69 0.91 -0.14
C 0.20958 -4.90493 3.76075 13.53 3.65 -5.63
C -0.42678 -5.99283 2.87162 5.58 8.79 -5.02
O -1.24303 -5.67840 1.96841 6.21 -1.03 -9.40
O -0.12123 -7.17554 3.16463 10.20 -10.45 -3.27
H 1.28379 -5.09454 3.69014 1.21 0.97 -0.15
H -0.03721 -5.15819 4.79119 6.97 1.81 3.40
H -0.06141 -3.91863 3.40561 0.37 0.10 0.82
```
Positions in Å, forces in eV/Å.

***

The following is a DFT calculation (wB97M-V/def2-TZVPD) of a structure of composition C19H15AuNPS2Se2 in a non-equilibrium geometry.

## Properties
HOMO-LUMO gap ... 6.34 eV
Total charge ... 0
2S+1 ... 1
DFT total energy ... -6864.10363 Eh
ΔE to the lowest compared entry with this formula, charge and spin ... 3.7 kcal/mol

XYZ file:
```
41
Properties=species:S:1:pos:R:3:forces:R:3
Au -0.57887 0.22417 0.09673 -0.17 -0.19 -0.53
Se -2.33090 0.56897 1.81620 -0.35 -0.10 0.16
P -1.05266 -0.71843 3.02926 0.32 1.24 0.04
Se 0.26249 -1.61340 1.54968 0.04 -0.65 0.19
C -1.98642 -1.66677 4.23452 0.14 -0.28 -0.17
C -2.02263 -3.05416 4.22145 0.00 -0.03 -0.05
C -2.76786 -3.72918 5.17897 -0.01 0.02 0.01
C -3.46966 -3.01406 6.13652 0.00 0.00 -0.02
C -3.43376 -1.62390 6.14182 -0.03 0.06 0.02
C -2.69105 -0.94193 5.19462 -0.04 -0.13 0.04
C 0.00452 0.34100 4.07196 -0.16 -0.18 0.25
C 0.89216 -0.29574 4.94099 0.00 -0.02 -0.01
C 1.68244 0.44809 5.79701 0.02 0.04 -0.01
C 1.58568 1.83627 5.79898 0.02 -0.04 -0.03
C 0.70538 2.46884 4.93799 -0.02 0.01 -0.01
C -0.08597 1.72423 4.07009 -0.01 0.03 0.00
H -1.47563 -3.60536 3.46581 0.00 0.02 -0.03
H -2.80458 -4.81012 5.16996 0.02 0.00 0.01
H -4.05302 -3.53834 6.88174 0.00 0.00 0.00
H -3.98717 -1.06847 6.88733 0.00 -0.01 0.01
H -2.65982 0.14113 5.19903 0.02 0.00 0.01
H 0.96585 -1.37779 4.94846 -0.01 0.00 0.00
H 2.37061 -0.05046 6.46666 0.00 0.00 0.00
H 2.20081 2.41958 6.47166 -0.01 0.00 0.02
H 0.61840 3.54777 4.94550 0.02 0.00 -0.02
H -0.77384 2.21766 3.39577 0.01 0.00 0.00
S 0.96527 -0.28231 -1.53708 0.00 0.08 -0.07
C 0.65865 0.96609 -2.74907 0.06 -0.08 0.08
C 1.52108 1.05498 -3.84071 0.01 0.03 -0.03
C 1.31412 2.00717 -4.82328 0.01 -0.02 0.02
C 0.23891 2.88289 -4.72314 -0.02 0.00 0.02
C -0.61770 2.80065 -3.63956 0.02 0.01 -0.02
C -0.41212 1.84386 -2.64692 -0.08 0.02 0.10
S -1.54370 1.78486 -1.29077 0.07 0.04 -0.09
H 2.36193 0.37513 -3.90520 0.00 -0.01 -0.01
H 1.99463 2.07076 -5.66213 0.00 0.00 -0.01
H 0.07272 3.63423 -5.48381 0.00 0.00 -0.01
H -1.45284 3.48445 -3.54740 0.00 0.00 -0.01
N 2.09790 3.20292 1.31776 0.01 0.03 0.00
C 1.34354 2.42648 0.89349 0.12 0.13 0.19
H 2.74437 3.86836 1.68228 0.02 0.00 -0.03
```
Positions in Å, forces in eV/Å.

***

The following is a DFT calculation (wB97M-V/def2-TZVPD) of the molecule C4H9NO.

## Properties
HOMO-LUMO gap ... 10.91 eV
Total charge ... 0
2S+1 ... 1
DFT total energy ... -287.76118 Eh
SMILES ... C[C@@H](O)[C@H]1CN1
ΔE to the lowest compared entry with this formula, charge and spin ... 44.7 kcal/mol

XYZ file:
```
15
Properties=species:S:1:pos:R:3:forces:R:3
C 0.69763 -1.31625 -1.35403 0.02 0.00 -0.02
C -0.03579 -0.85803 -0.10179 -0.15 0.08 -0.30
O 0.62018 -1.37677 1.03238 0.03 0.07 0.17
C -0.10581 0.67546 -0.03716 0.05 -0.07 -0.20
C -1.17142 1.37541 0.71345 -0.27 0.07 -0.01
N 0.16528 1.23825 1.28326 0.19 0.20 0.12
H 0.77566 -2.40728 -1.36510 -0.04 0.16 0.00
H 0.17010 -0.99081 -2.25978 0.09 -0.06 0.16
H 1.71191 -0.90191 -1.36202 -0.13 -0.05 -0.02
H -1.06713 -1.24678 -0.13625 0.14 0.03 0.04
H 0.66519 -0.64176 1.66978 -0.01 -0.12 -0.04
H 0.31345 1.20051 -0.89563 -0.06 -0.09 0.14
H -1.94187 0.78864 1.21109 0.15 0.08 -0.08
H -1.49115 2.35826 0.37213 0.06 -0.17 0.05
H 0.69379 2.10307 1.22967 -0.07 -0.12 0.00
```
Positions in Å, forces in eV/Å.